Entry 1:
C4H6N2O | wB97M-V/def2-TZVPD

```
13
Properties=species:S:1:pos:R:3
C -2.33293 -0.05755 -0.03493
O -1.21911 -0.73154 0.53580
C -0.04899 -0.13833 0.21593
C 0.19586 0.98969 -0.52945
N 1.59516 0.94305 -0.56271
C 2.15355 -0.08957 0.10365
N 1.11479 -0.77554 0.60415
H -2.36340 0.99155 0.27891
H -3.20939 -0.59449 0.32574
H -2.29493 -0.07607 -1.13144
H 2.05599 1.49052 -1.26789
H 3.19349 -0.35046 0.27623
H 1.15990 -1.60126 1.18600
```

Values from the calculation:
HOMO energy, eV: -7.73
E_tot, eV: -9270.423
Kohn-Sham gap, eV: 8.482

Charges computed using Mulliken, reported in e: -0.7167 -0.4374 0.5008 -0.9180 0.0691 -0.2650 0.0099 0.3333 0.2309 0.3233 0.2684 0.3913 0.2101

=====

Entry 2:
C5H11N | wB97M-V/def2-TZVPD

```
17
Properties=species:S:1:pos:R:3
C 1.06371 2.82274 0.04090
C 0.68696 1.37011 0.01968
C 0.34285 0.55259 0.99776
N 0.01101 -0.83660 0.85364
C -0.90752 -1.14979 -0.24359
C -0.70518 -2.56380 -0.85559
H 0.99501 3.20896 1.05576
H 2.07742 3.00794 -0.32254
H 0.45599 3.36414 -0.68687
H 1.04998 0.79740 -0.84293
H 0.10174 0.88743 2.00757
H -0.42416 -1.10036 1.72666
H -0.88982 -0.36388 -0.98624
H -1.89944 -1.29579 0.22679
H -1.57712 -2.91411 -1.40373
H -0.51033 -3.24031 -0.02626
H 0.12889 -2.54668 -1.56102
```

Values from the calculation:
HOMO energy, eV: -8.06
Structure (SMILES): C/C=C/NCC
E_tot, eV: -6852.258
Kohn-Sham gap, eV: 9.231

Charges computed using Mulliken, reported in e: -1.0915 -0.1616 -0.1505 -0.3802 -0.3242 -1.1787 0.3183 0.2842 0.2692 0.3033 0.2226 0.3025 0.4388 0.2134 0.3397 0.2930 0.3017

=====

Entry 3:
C21H26BN2O2 | wB97M-V/def2-TZVPD

```
52
Properties=species:S:1:pos:R:3
C -6.55974 1.83807 -3.10179
O -6.34632 1.63636 -1.68666
C -5.07670 1.82894 -1.23122
C -4.79100 1.37720 0.08852
C -3.46699 1.24962 0.45875
C -2.43345 1.51415 -0.46864
C -1.04365 1.02526 -0.11646
C 0.14177 1.38455 -0.99460
C 1.31593 1.81013 -0.36924
C 2.47923 1.89684 -1.12576
C 2.44643 1.53078 -2.50287
O 3.66391 1.58362 -3.11061
C 4.63849 1.93834 -2.05782
C 3.87272 2.27249 -0.76976
C 1.28487 1.04079 -3.10766
C 0.16029 0.92059 -2.32585
C -2.73173 2.07467 -1.71271
C -4.04531 2.22573 -2.12328
H -7.60962 1.65036 -3.32416
H -6.31524 2.86757 -3.37803
H -5.93608 1.15102 -3.68417
H -5.61256 1.11427 0.76482
H -3.21459 0.95129 1.47765
H -0.84683 1.19465 0.95737
H 1.31687 2.01159 0.71765
H 5.27059 1.05473 -1.91693
H 5.25492 2.76649 -2.42438
H 3.97609 3.33912 -0.52611
H 4.24600 1.69689 0.08542
H 1.31048 0.76835 -4.16436
H -0.73613 0.43844 -2.72935
H -1.95315 2.42274 -2.38893
H -4.24905 2.53284 -3.15797
H -1.08946 -0.05797 -0.24111
B 0.07922 -2.98549 3.64361
H -0.06344 -2.18863 4.54929
H -0.85474 -3.52723 3.07655
C 1.39074 -2.86825 2.79102
N 2.01771 -3.98468 3.26564
C 1.24747 -4.83345 4.11140
C 3.32714 -4.01036 2.87784
C 3.51713 -2.90853 2.08098
N 2.30395 -2.23108 2.01869
C 2.09860 -1.04516 1.18913
H 1.80529 -5.60396 4.65609
H 0.74458 -4.04376 4.74560
H 0.43946 -5.31325 3.53392
H 4.03783 -4.75428 3.19482
H 4.40178 -2.56616 1.57159
H 3.03559 -0.80765 0.67125
H 1.33246 -1.20543 0.41633
H 1.81825 -0.17313 1.79652
```

Values from the calculation:
Net charge: +1
HOMO energy, eV: -9.71
E_tot, eV: -29941.192
Kohn-Sham gap, eV: 5.777

Charges computed using Mulliken, reported in e: -0.7939 -0.4162 0.7899 -0.7456 -0.5689 0.3283 -0.8211 0.6518 -0.5971 0.6288 0.0892 -0.5228 -0.3647 -0.6624 -1.1705 -0.5643 -0.3796 -0.6712 0.2328 0.3134 0.3634 0.4005 0.3376 0.3996 0.5754 0.2605 0.3004 0.3063 0.1830 0.4084 0.5684 0.4667 0.3174 0.3745 -0.1258 0.0504 0.0170 0.0710 0.2071 -0.6836 -0.4578 -0.2685 0.2062 -0.7883 0.3611 0.3262 0.2931 0.4622 0.4453 0.1140 0.3863 0.3662

=====

Entry 4:
C3H4N2O2 | wB97M-V/def2-TZVPD

```
11
Properties=species:S:1:pos:R:3
C 2.06720 -0.82275 0.01736
C 0.72304 -0.24169 -0.11156
C -0.62723 -0.45486 -0.00730
H 2.71180 -0.25291 -0.71263
H 2.48275 -0.81960 1.23433
H 1.99990 -1.89768 -0.62735
H -2.41217 -0.93279 -0.50812
N -0.44386 1.57041 0.02104
N -1.29823 0.72504 -0.03126
O 0.77616 1.15584 0.04585
O -1.47188 -1.53702 0.11594
```

Values from the calculation:
HOMO energy, eV: -9.45
E_tot, eV: -10245.825
Kohn-Sham gap, eV: 9.722

Charges computed using Mulliken, reported in e: -0.9254 0.3162 0.4253 0.3048 0.2391 0.2662 0.4730 -0.1482 -0.2898 -0.0596 -0.6016